[1]
DFT (wB97M-V/def2-TZVPD) results for a molecular structure, C36H31NP3PtSe2 in a non-equilibrium geometry.

* frontier orbital gap (spin up / spin down): 7.17 / 4.19 eV
* multiplicity: 5
* net charge: +3

CARTESIAN COORDINATES (ANGSTROEM)
Pt (-0.36821, 0.20662, 0.00245)
N (1.49283, -1.55812, -1.63513)
P (-0.08815, -1.04138, -2.04222)
C (0.11138, -0.03976, -3.52366)
C (0.83156, -0.54573, -4.60878)
C (1.02054, 0.24485, -5.72906)
C (0.50339, 1.53568, -5.76770)
C (-0.21633, 2.03498, -4.69193)
C (-0.40780, 1.25230, -3.56363)
C (-0.95573, -2.54953, -2.47884)
C (-1.61394, -2.66624, -3.70388)
C (-2.25247, -3.85664, -4.01248)
C (-2.27390, -4.89800, -3.09283)
C (-1.61608, -4.77855, -1.87249)
C (-0.96731, -3.60040, -1.55414)
P (2.09402, -0.88769, -0.19734)
C (1.65391, -2.15579, 1.04925)
C (2.07456, -3.47251, 0.83002)
C (1.78204, -4.43452, 1.77806)
C (1.04657, -4.10450, 2.91525)
C (0.60256, -2.80581, 3.11498)
C (0.90142, -1.82609, 2.17921)
C (3.86252, -0.95569, -0.45086)
C (4.72444, -1.36106, 0.58217)
C (6.07815, -1.44022, 0.33529)
C (6.58830, -1.07014, -0.91149)
C (5.73655, -0.64314, -1.93113)
C (4.38078, -0.55976, -1.69992)
H (2.10265, -1.98733, -2.32354)
H (1.22093, -1.55824, -4.59112)
H (1.57317, -0.14741, -6.57223)
H (0.66376, 2.15157, -6.64220)
H (-0.62129, 3.03726, -4.73041)
H (-0.96518, 1.63506, -2.71699)
H (-1.61747, -1.85153, -4.41521)
H (-2.73527, -3.96659, -4.97390)
H (-2.81875, -5.80354, -3.32398)
H (-1.62240, -5.60071, -1.16992)
H (-0.46496, -3.49429, -0.59806)
H (2.64229, -3.72773, -0.05545)
H (2.12671, -5.44939, 1.62843)
H (0.82303, -4.86368, 3.65302)
H (0.02749, -2.55807, 3.99679)
H (0.59039, -0.80283, 2.35411)
H (4.32933, -1.63818, 1.55081)
H (6.74592, -1.79200, 1.11007)
H (7.65697, -1.09207, -1.08002)
H (6.13897, -0.36067, -2.89431)
H (3.71898, -0.18221, -2.47189)
Se (0.50808, 2.19259, 1.70217)
P (-1.63549, 2.66926, 1.88055)
Se (-2.46410, 1.58417, 0.10074)
C (-1.97665, 4.43582, 1.83912)
C (-3.25468, 4.85775, 1.46947)
C (-3.56750, 6.20408, 1.54247)
C (-2.61060, 7.11777, 1.96741)
C (-1.33749, 6.68914, 2.32122)
C (-1.00759, 5.34535, 2.25637)
C (-2.42949, 1.88235, 3.30039)
C (-3.82449, 1.83057, 3.32906)
C (-4.45463, 1.27533, 4.42935)
C (-3.70188, 0.77481, 5.48512)
C (-2.31364, 0.82438, 5.44387)
C (-1.66691, 1.37269, 4.34835)
H (-4.00305, 4.15236, 1.12662)
H (-4.56045, 6.53275, 1.26756)
H (-2.86158, 8.16839, 2.02018)
H (-0.59554, 7.40182, 2.65441)
H (-0.01546, 5.01781, 2.54234)
H (-4.41984, 2.22914, 2.51601)
H (-5.53507, 1.23936, 4.45969)
H (-4.20111, 0.35213, 6.34647)
H (-1.72684, 0.44587, 6.27001)
H (-0.58487, 1.43373, 4.32787)

Force components x, y, z for each atom (eV/Å):
-0.53 0.17 0.17
-0.04 0.47 0.40
0.22 0.17 -0.38
-0.14 0.08 0.35
-0.07 -0.03 0.01
0.08 -0.06 0.01
-0.02 -0.03 0.03
0.00 0.10 0.00
-0.01 -0.11 -0.01
0.01 0.44 0.37
-0.01 -0.04 -0.03
-0.05 0.04 -0.01
0.00 0.03 -0.05
-0.04 0.04 0.09
0.02 -0.07 0.01
0.99 -1.41 -0.38
-0.05 0.44 0.05
-0.10 -0.03 -0.04
0.05 -0.05 -0.16
-0.08 0.10 0.10
-0.05 -0.10 -0.02
0.11 0.11 0.07
-0.54 0.24 0.18
0.17 -0.03 0.06
-0.05 -0.01 0.17
-0.02 0.01 0.01
-0.11 0.08 -0.10
0.11 0.08 -0.11
0.02 0.05 -0.02
0.00 0.00 -0.05
-0.01 0.02 -0.01
-0.02 0.00 -0.01
0.00 -0.01 0.00
0.02 0.06 -0.04
0.01 0.01 0.00
-0.06 -0.01 0.03
0.09 -0.04 -0.03
-0.03 0.01 0.00
0.01 -0.04 -0.02
0.01 -0.05 0.01
0.02 0.01 0.04
0.01 -0.03 -0.03
0.02 0.01 0.00
0.03 0.00 0.04
0.00 -0.04 -0.01
0.02 0.05 0.00
0.00 -0.07 -0.02
0.02 0.02 0.02
0.03 -0.01 -0.01
-0.39 -0.56 -0.67
-0.22 0.74 0.89
0.29 -0.17 -0.13
0.02 -0.59 -0.29
-0.09 0.04 0.00
-0.07 -0.07 -0.03
-0.02 -0.06 0.00
0.07 0.03 0.06
0.06 -0.03 0.04
0.33 -0.04 -0.55
-0.08 0.03 0.01
-0.06 0.01 -0.04
0.00 0.04 -0.05
0.11 0.01 0.03
0.04 0.02 0.02
-0.01 0.03 0.01
0.03 0.05 -0.01
0.02 0.01 0.01
-0.01 0.01 -0.01
0.01 0.03 -0.03
-0.01 -0.01 0.02
0.01 -0.01 0.03
0.01 -0.01 0.00
-0.04 0.01 0.02
-0.02 -0.05 0.02



[2]
DFT (wB97M-V/def2-TZVPD) results for a molecular structure, C36H32BN6O6S2W in a non-equilibrium geometry.

* frontier orbital gap: 4.31 eV
* net charge: +3

CARTESIAN COORDINATES (ANGSTROEM)
W (0.32907, 0.01947, 0.08152)
C (-3.38953, -0.25569, 3.84581)
C (-2.70811, -0.80749, 2.64950)
C (-2.69218, -2.12939, 2.20044)
C (-1.99024, -2.13214, 1.01239)
N (-1.53484, -0.86525, 0.76339)
N (-2.01111, -0.07069, 1.78049)
B (-1.85221, 1.45508, 1.62947)
N (-0.41558, 1.89925, 1.97833)
N (0.46401, 1.90750, 0.91429)
C (1.48913, 2.78378, 1.24026)
C (1.25658, 3.25388, 2.51824)
C (0.05020, 2.70209, 2.94457)
C (-0.66827, 2.91459, 4.22039)
C (2.58498, 3.06774, 0.31606)
C (2.38460, 2.93810, -1.06440)
C (3.44585, 3.10177, -1.93692)
C (4.71411, 3.39485, -1.44321)
C (4.90017, 3.59870, -0.08340)
C (3.83992, 3.44312, 0.79576)
N (-2.04719, 1.72438, 0.11641)
N (-1.28803, 1.11126, -0.89165)
C (-1.91098, 1.43523, -2.08974)
C (-2.98670, 2.26399, -1.81069)
C (-3.05732, 2.41067, -0.43940)
C (-4.06635, 3.17216, 0.33609)
C (-1.52861, 1.02172, -3.43976)
C (-2.07334, 1.70602, -4.53402)
C (-1.70798, 1.37335, -5.82530)
C (-0.76916, 0.37823, -6.05512)
C (-0.26012, -0.34358, -4.98354)
C (-0.66185, -0.04332, -3.69640)
C (-1.70534, -3.26008, 0.06706)
C (-2.05589, -4.69327, 0.40212)
C (-2.27311, -5.60422, -0.72187)
C (-1.97652, -5.23641, -1.97683)
C (-1.64234, -3.86949, -2.30150)
C (-1.60038, -2.91416, -1.36038)
H (-3.87981, -1.05618, 4.39275)
H (-4.14689, 0.47564, 3.55977)
H (-2.68196, 0.24243, 4.50857)
H (-3.18896, -2.96241, 2.66754)
H (-2.64420, 2.02976, 2.29395)
H (1.85506, 3.96370, 3.06342)
H (-0.03164, 3.43541, 4.93061)
H (-0.98136, 1.96566, 4.65390)
H (-1.55892, 3.52565, 4.05593)
H (1.38383, 2.79419, -1.45036)
H (3.28345, 3.03511, -3.00524)
H (5.54846, 3.49583, -2.12434)
H (5.87182, 3.88827, 0.29312)
H (3.98356, 3.60745, 1.85617)
H (-3.66975, 2.69724, -2.51853)
H (-4.73224, 3.69082, -0.34821)
H (-3.59411, 3.90979, 0.98478)
H (-4.66435, 2.50313, 0.95628)
H (-2.77402, 2.51497, -4.38300)
H (-2.15855, 1.89535, -6.65812)
H (-0.45509, 0.14986, -7.06430)
H (0.43863, -1.15103, -5.15990)
H (-0.34240, -0.66797, -2.88669)
H (-2.56541, -4.91278, 1.33361)
H (-2.68829, -6.57771, -0.49902)
H (-2.10064, -5.93786, -2.79052)
H (-1.53408, -3.60521, -3.34589)
H (-1.55001, -1.86223, -1.61958)
O (2.36226, 0.23110, 0.69295)
S (3.43524, -0.39619, -0.16502)
O (2.44786, -0.90754, -1.43752)
O (1.39911, 0.04191, -1.48240)
C (3.70565, -1.89776, 0.72337)
C (4.99266, -2.40999, 0.67549)
C (5.35175, -3.46500, 1.51135)
C (4.44274, -3.95433, 2.43404)
C (3.14446, -3.44397, 2.48005)
C (2.76387, -2.41481, 1.63531)
S (0.98607, -2.14102, 1.62062)
O (-0.73491, -4.18320, 0.58346)
O (0.66433, -0.68493, 2.06610)
O (0.82592, -1.83920, 0.09022)
H (5.71118, -1.98475, -0.01598)
H (6.34441, -3.88862, 1.44481)
H (4.72995, -4.74411, 3.11475)
H (2.41992, -3.85619, 3.17321)

Force components x, y, z for each atom (eV/Å):
-2.05 2.60 1.40
-0.05 0.17 0.00
0.13 -0.18 -0.02
-0.06 0.05 -0.24
0.39 -0.24 -0.22
-0.07 -0.04 0.22
-0.10 -0.05 -0.16
-0.34 -0.08 -0.11
-0.16 0.30 -0.02
0.47 -0.56 0.24
0.32 -0.12 0.05
0.12 0.07 -0.38
-0.04 -0.32 0.03
-0.14 0.12 0.00
-0.20 -0.17 -0.11
0.05 0.14 0.12
-0.01 0.00 -0.08
-0.06 0.02 -0.04
0.03 0.02 0.10
-0.05 -0.06 0.11
0.27 -0.01 -0.07
0.40 -0.23 0.38
0.05 -0.06 -0.17
0.08 -0.14 0.09
0.04 0.01 -0.17
-0.02 0.02 0.08
0.23 -0.19 -0.04
0.05 0.10 0.09
-0.05 0.06 -0.04
-0.03 -0.04 0.05
0.05 -0.10 -0.04
-0.19 0.20 -0.01
0.07 0.28 -0.10
-0.22 0.26 0.07
0.07 -0.05 -0.06
-0.07 -0.21 0.09
0.03 0.23 0.03
-0.01 0.00 0.20
0.02 0.00 0.02
0.00 -0.01 0.00
-0.01 -0.03 0.02
-0.07 0.00 -0.06
-0.05 0.03 0.04
-0.02 0.06 -0.02
0.02 0.00 -0.01
-0.01 0.00 0.00
-0.02 -0.02 0.02
-0.06 -0.13 -0.06
0.01 -0.04 0.02
-0.01 0.06 -0.01
0.00 -0.02 0.01
0.07 -0.08 0.01
0.00 -0.04 0.00
-0.01 -0.01 0.00
0.00 -0.01 0.02
-0.01 0.02 0.01
0.04 0.02 -0.04
0.05 0.06 0.01
-0.02 -0.02 -0.01
-0.04 -0.02 0.01
0.25 -0.20 0.18
0.04 0.01 0.03
-0.01 -0.01 -0.05
-0.01 -0.01 0.01
-0.02 0.03 0.01
-0.08 -0.05 -0.13
-0.10 0.53 -0.27
0.75 -0.58 0.33
0.08 0.57 -0.72
-0.38 -0.99 -0.01
0.26 0.29 -0.36
-0.21 0.22 -0.23
-0.10 -0.21 0.27
0.31 0.05 -0.14
-0.33 0.24 -0.02
-0.48 -0.42 0.04
1.14 -0.58 1.17
0.30 0.00 -0.01
-0.22 0.37 -0.37
-0.14 -0.78 -0.98
0.06 -0.02 0.05
0.02 0.03 0.03
-0.01 -0.03 -0.02
0.03 -0.10 -0.02